# 1
Molecular formula: C26H37N2O3
Method: DFT, ωB97M-V with the def2-TZVPD basis set

Geometry as XYZ:
```
68
Properties=species:S:1:pos:R:3
C 0.3512 -0.5036 -6.2543
H 1.0764 -0.9055 -6.7758
O 0.7758 -0.4231 -4.8331
C -0.0696 0.0944 -4.0287
C -1.5579 0.3878 -4.3277
C -2.1011 0.9191 -3.2477
C -1.4564 1.1901 -2.0296
C -0.2409 0.6299 -1.7547
C 0.5652 0.1628 -2.8200
O 1.8350 -0.0278 -2.6839
C 2.7183 -0.0340 -1.3924
C 4.0380 -0.5878 -1.6779
C 4.5341 0.3995 -2.8137
H 4.8234 1.3990 -2.3883
H 4.1119 0.1641 -3.6988
H 5.8378 0.0945 -2.8823
C 3.9032 -1.7672 -2.0036
H 3.4748 -1.9979 -2.9243
H 4.9574 -2.3753 -1.9428
H 3.6142 -2.4281 -1.1342
H 4.4694 -0.3515 -0.7253
H 2.7932 1.1770 -1.1839
H 2.1594 -0.5174 -0.6042
H 0.4362 0.9814 -0.7572
N -2.4469 1.1362 -0.8138
C -2.1637 1.4996 0.5175
O -1.1217 1.4211 0.8522
C -3.2622 1.7143 1.4633
H -4.1590 1.7465 0.7517
C -3.2562 0.9840 2.5897
N -1.9707 1.0270 3.3494
C -2.0777 2.4013 3.8083
C -2.0325 3.5168 2.7983
H -2.1821 4.5740 3.0900
C -3.2762 3.3222 1.7768
H -3.0962 3.8775 1.1388
H -4.3003 3.3765 2.3822
H -0.9474 3.6475 2.2202
H -1.0415 2.6052 4.4663
H -2.6654 2.5479 4.5295
C -1.6230 0.2387 4.2898
C -0.7771 -1.0606 3.4872
H -0.9660 -1.9671 4.1226
H -1.7222 -1.3694 2.5793
C 0.4141 -1.0156 2.9220
C 0.6572 -1.9091 2.1127
C 1.5847 -2.8662 2.4070
C 1.8954 -3.8173 1.5207
C 1.4734 -4.0859 0.2558
C 0.7573 -2.9971 -0.2373
C 0.2447 -2.0381 0.7718
H -0.4392 -1.2535 0.4640
H 0.0932 -3.0011 -1.0073
H 1.7704 -4.5812 -0.4779
H 2.6866 -4.5882 1.8626
H 2.2411 -2.8931 3.5139
H 0.3479 0.0384 2.3948
H 1.1535 -0.8407 3.7691
H -0.8559 0.4071 5.0245
H -2.4314 0.0300 4.9610
H -1.4180 1.1406 2.4627
H -3.2783 -0.0592 2.3027
H -4.1696 1.0548 3.2712
H -3.2030 1.6779 -1.2893
H -3.2094 1.1595 -3.3559
H -1.8539 0.3438 -5.1890
H -0.0603 0.4645 -6.7840
H -0.3614 -1.2900 -6.1904
```

Properties
- HOMO-LUMO gap (eV) = 7.41
- highest occupied orbital energy (eV) = -9.56
- charge = +1
- ΔE to the lowest compared entry with this formula, charge and spin (kJ/mol) = 2296.1

***

# 2
Molecular formula: C26H37N2O5
Method: DFT, ωB97M-V with the def2-TZVPD basis set

Geometry as XYZ:
```
70
Properties=species:S:1:pos:R:3
C 2.7592 -1.1871 4.4916
O 2.5225 -0.4161 3.3357
C 1.3362 0.2485 3.2321
C 0.2866 0.1418 4.1258
C -0.8762 0.8720 3.9343
C -1.0072 1.7234 2.8545
C -2.2788 2.5008 2.6606
C -3.2922 1.7126 1.8174
N -3.0059 1.7687 0.3919
C -3.2648 3.0346 -0.2628
C -2.5234 0.6967 -0.2296
O -2.2529 -0.3532 0.3687
C -2.4019 0.7478 -1.7560
C -3.7415 0.3076 -2.3730
C -4.0364 -1.1466 -2.0132
C -2.8734 -2.0458 -2.4118
N -1.6155 -1.5763 -1.8004
C -0.5046 -2.5370 -2.0462
C 0.8190 -2.0448 -1.5357
C 1.1221 -2.0896 -0.1868
C 2.3607 -1.6642 0.2685
C 3.3089 -1.1689 -0.6134
O 4.5354 -0.7324 -0.2826
C 4.9399 -0.7964 1.0706
C 2.9987 -1.1059 -1.9973
O 3.9761 -0.5999 -2.7869
C 3.7968 -0.6055 -4.1822
C 1.7644 -1.5448 -2.4362
C -1.3040 -0.2029 -2.2398
C 0.0403 1.8256 1.9424
C 1.2069 1.1033 2.1149
O 2.2873 1.1468 1.2830
C 2.2558 2.0033 0.1721
H 3.7775 -1.5598 4.3924
H 2.0685 -2.0337 4.5590
H 2.6838 -0.5817 5.3991
H 0.3630 -0.5030 4.9856
H -1.6796 0.7793 4.6489
H -2.7333 2.6927 3.6328
H -2.0707 3.4622 2.1888
H -4.2994 2.1107 1.9679
H -3.2736 0.6641 2.1192
H -3.6929 3.7190 0.4649
H -3.9767 2.9273 -1.0817
H -2.3461 3.4822 -0.6472
H -2.1515 1.7548 -2.0906
H -4.5557 0.9404 -2.0211
H -3.6819 0.4158 -3.4580
H -4.9364 -1.4812 -2.5285
H -4.2155 -1.2373 -0.9407
H -3.0610 -3.0699 -2.0842
H -2.7481 -2.0456 -3.4991
H -1.7830 -1.4127 -0.7508
H -0.4478 -2.7109 -3.1243
H -0.7749 -3.4738 -1.5539
H 0.3991 -2.4659 0.5213
H 2.5789 -1.7083 1.3207
H 4.2747 -0.2122 1.7099
H 5.9427 -0.3743 1.0919
H 4.9751 -1.8326 1.4201
H 2.9701 0.0461 -4.4865
H 4.7257 -0.2201 -4.5978
H 3.6247 -1.6174 -4.5621
H 1.5258 -1.5222 -3.4885
H -0.3374 0.0741 -1.8118
H -1.2289 -0.1759 -3.3309
H -0.0589 2.4991 1.1045
H 1.4476 1.7345 -0.5197
H 3.2123 1.8697 -0.3305
H 2.1460 3.0506 0.4710
```

Properties
- HOMO-LUMO gap (eV) = 8.25
- highest occupied orbital energy (eV) = -10.26
- charge = +1
- SMILES = COc1ccc(CCN(C)C(=O)[C@@H]2CCC[N@@H+](Cc3ccc(OC)c(OC)c3)C2)cc1OC
- ΔE to the lowest compared entry with this formula, charge and spin (kJ/mol) = 15.0

***

# 3
Molecular formula: C26H37N3O2
Method: DFT, ωB97M-V with the def2-TZVPD basis set

Geometry as XYZ:
```
68
Properties=species:S:1:pos:R:3
C -0.7315 -1.2473 -2.0286
C -0.7718 -2.1132 -0.7713
C 0.0168 -3.4023 -0.9789
C -0.2148 -1.3364 0.4489
N 1.1034 -0.8129 0.1968
C 2.2111 -1.3428 0.7709
O 2.1835 -2.3720 1.4224
C 3.4701 -0.5892 0.5152
C 4.5130 -0.7189 1.4269
C 5.7028 -0.0487 1.2350
C 5.9065 0.7638 0.1209
C 7.2354 1.4819 -0.0497
C 8.3607 0.4399 -0.1199
C 7.2911 2.3310 -1.3226
C 7.4582 2.4092 1.1535
C 4.8663 0.8705 -0.7954
C 3.6659 0.2093 -0.6046
C -1.1410 -0.1629 0.7683
O -0.8387 0.9855 0.5077
N -2.2956 -0.5207 1.3652
C -3.4259 0.3752 1.4408
C -4.3293 0.1661 0.2108
C -5.5431 1.0685 0.1895
C -6.3255 1.2981 1.3156
C -7.4638 2.0815 1.2368
C -7.8426 2.6460 0.0316
C -7.0700 2.4281 -1.0958
C -5.9316 1.6466 -1.0147
N -4.6380 -1.2636 0.0717
C -5.6069 -1.7760 1.0192
C -5.0038 -1.6225 -1.2829
H -1.2249 -0.2927 -1.8596
H 0.2980 -1.0557 -2.3211
H -1.2306 -1.7558 -2.8505
H -1.8161 -2.3675 -0.5551
H -0.0389 -4.0343 -0.0964
H 1.0641 -3.1791 -1.1651
H -0.3776 -3.9539 -1.8295
H -0.1469 -2.0180 1.3056
H 1.1059 0.1482 -0.1187
H 4.3685 -1.3545 2.2878
H 6.4859 -0.1678 1.9685
H 8.4114 -0.1514 0.7900
H 9.3201 0.9339 -0.2591
H 8.1955 -0.2360 -0.9564
H 6.5242 3.1021 -1.3130
H 8.2599 2.8224 -1.3875
H 7.1681 1.7150 -2.2105
H 7.4932 1.8502 2.0843
H 6.6514 3.1359 1.2225
H 8.3981 2.9460 1.0430
H 4.9768 1.4743 -1.6814
H 2.8924 0.3043 -1.3531
H -2.5321 -1.5012 1.3964
H -3.0445 1.3978 1.4389
H -3.9538 0.1911 2.3769
H -3.7099 0.4133 -0.6603
H -6.0509 0.8717 2.2681
H -8.0581 2.2503 2.1230
H -8.7322 3.2553 -0.0277
H -7.3530 2.8686 -2.0406
H -5.3303 1.4882 -1.8990
H -5.2980 -1.5369 2.0340
H -6.6214 -1.3853 0.8559
H -5.6382 -2.8614 0.9208
H -5.9615 -1.1863 -1.6020
H -5.0830 -2.7077 -1.3453
H -4.2224 -1.2948 -1.9673
```

Properties
- HOMO-LUMO gap (eV) = 9.59
- highest occupied orbital energy (eV) = -8.90
- SMILES = CC(C)[C@@H](NC(=O)c1ccc(C(C)(C)C)cc1)C(=O)NC[C@H](c1ccccc1)N(C)C
- ΔE to the lowest compared entry with this formula, charge and spin (kJ/mol) = 38.1